[1]
{"formula": "CH7NO4", "method": "wB97M-V/def2-TZVPD", "symbols": ["O", "O", "O", "O", "N", "C", "H", "H", "H", "H", "H", "H", "H"], "coordinates": [[2.18, 0.61, 0.88], [-1.51, 0.09, -0.80], [0.75, -0.46, -1.17], [-0.66, 1.68, 1.14], [-0.64, -1.73, 0.10], [-0.56, -0.72, -0.79], [0.12, -2.20, 0.45], [1.32, -0.26, -0.35], [-0.85, 1.01, 0.46], [-1.39, 2.30, 0.99], [2.72, 1.40, 0.54], [-1.55, -2.21, 0.44], [1.40, 1.06, 1.15]], "de_lowest_kcal_mol": 28.5, "charge": 0}

=====

[2]
{"formula": "C38H47As2N5S4Y", "method": "wB97M-V/def2-TZVPD", "symbols": ["Y", "As", "As", "S", "S", "S", "S", "N", "N", "N", "N", "N", "C", "C", "C", "C", "C", "C", "C", "C", "C", "C", "C", "C", "C", "C", "C", "C", "C", "C", "C", "C", "C", "C", "C", "C", "C", "C", "C", "C", "C", "C", "C", "C", "C", "C", "C", "C", "C", "C", "H", "H", "H", "H", "H", "H", "H", "H", "H", "H", "H", "H", "H", "H", "H", "H", "H", "H", "H", "H", "H", "H", "H", "H", "H", "H", "H", "H", "H", "H", "H", "H", "H", "H", "H", "H", "H", "H", "H", "H", "H", "H", "H", "H", "H", "H", "H"], "coordinates": [[1.62, -0.52, 0.32], [1.80, -2.64, -1.45], [2.15, 2.18, -1.85], [3.92, -0.45, 4.44], [4.29, -3.17, 5.59], [2.84, 1.22, 2.14], [3.42, 0.52, -1.47], [-1.16, 1.70, 3.36], [2.77, -1.44, 2.40], [3.10, -2.50, 3.25], [0.53, -1.26, -1.35], [-0.22, 0.25, 1.62], [4.82, -3.52, -4.10], [2.78, -3.83, 2.84], [1.93, -4.58, 3.64], [0.68, -4.22, -1.32], [2.90, 3.19, -3.28], [2.09, 3.43, -0.39], [-3.45, -1.78, -2.70], [3.74, -2.19, 4.40], [-2.41, -2.42, -3.36], [-0.24, -6.33, -1.99], [-3.15, -0.97, -1.61], [1.60, -5.87, 3.26], [4.22, -4.38, -1.86], [-0.90, -6.48, -0.78], [0.00, -4.34, -0.10], [-1.84, -0.82, -1.18], [1.14, -5.20, -3.68], [1.47, -0.87, -4.43], [5.62, -2.78, -6.38], [2.98, -5.64, 1.30], [-1.74, -7.70, -0.51], [3.93, -3.49, -3.04], [3.32, -4.35, 1.68], [-0.78, -1.47, -1.82], [-0.30, 2.12, 4.49], [-0.66, 0.93, 2.44], [-1.10, -2.27, -2.93], [3.14, -0.30, 2.91], [2.12, -6.40, 2.09], [3.54, -1.89, -5.26], [-0.78, -5.46, 0.15], [4.65, -2.73, -5.23], [2.62, -1.82, -4.22], [0.02, -3.28, 0.98], [2.81, -2.64, -3.10], [0.30, 1.93, -2.27], [0.54, -5.22, -2.29], [-2.61, 1.91, 3.45], [-0.47, 1.48, 5.35], [6.01, -1.79, -6.60], [0.78, -1.27, -5.18], [-1.64, -0.20, -0.32], [1.04, -2.93, 1.16], [2.12, -5.70, -3.71], [3.39, -1.26, -6.13], [-0.64, -2.45, 0.73], [5.13, -3.15, -7.28], [-2.80, 2.95, 3.68], [-0.08, 2.93, -2.48], [-3.04, 1.28, 4.23], [0.94, -6.45, 3.88], [1.85, 0.08, -4.81], [2.90, 2.57, -4.18], [6.46, -3.43, -6.16], [-0.54, 3.15, 4.73], [4.90, -5.18, -2.14], [2.32, 4.09, -3.44], [5.67, -4.19, -4.05], [1.68, 4.37, -0.77], [0.91, -0.69, -3.52], [-0.34, -7.11, -2.75], [3.93, 3.43, -3.01], [4.69, -3.82, -1.04], [-1.30, -5.54, 1.10], [3.32, -4.86, -1.45], [1.54, -4.15, 4.56], [-0.31, -3.70, 1.93], [3.40, -6.07, 0.40], [-3.07, 1.66, 2.50], [0.19, 1.29, -3.14], [1.28, -4.21, -4.09], [1.86, -7.41, 1.79], [-3.95, -0.45, -1.09], [1.47, 3.06, 0.42], [0.48, -5.75, -4.36], [-2.61, -3.06, -4.21], [-4.47, -1.90, -3.03], [4.00, -3.75, 1.09], [-2.62, -7.72, -1.16], [0.74, 2.06, 4.17], [-0.25, 1.49, -1.44], [3.10, 3.58, -0.02], [-1.18, -8.62, -0.70], [-2.09, -7.72, 0.52], [-0.30, -2.77, -3.47]], "de_lowest_kcal_mol": 0.0, "charge": 1}

=====

[3]
{"formula": "C3H4Br2O", "method": "wB97M-V/def2-TZVPD", "symbols": ["Br", "Br", "O", "C", "C", "C", "H", "H", "H", "H"], "coordinates": [[1.79, -1.75, -0.27], [-2.75, -0.86, -0.27], [-0.47, -1.33, 1.35], [0.26, 0.68, 0.05], [-1.05, -1.62, 0.12], [0.17, -0.81, 0.24], [1.14, 1.05, 0.57], [-0.89, -2.75, -0.22], [0.33, 0.92, -1.00], [-0.62, 1.16, 0.48]], "de_lowest_kcal_mol": 5.1, "charge": 0}

=====

[4]
{"formula": "C45H54O3", "method": "wB97M-V/def2-TZVPD", "symbols": ["O", "O", "O", "C", "C", "C", "C", "C", "C", "C", "C", "C", "C", "C", "C", "C", "C", "C", "C", "C", "C", "C", "C", "C", "C", "C", "C", "C", "C", "C", "C", "C", "C", "C", "C", "C", "C", "C", "C", "C", "C", "C", "C", "C", "C", "C", "C", "C", "H", "H", "H", "H", "H", "H", "H", "H", "H", "H", "H", "H", "H", "H", "H", "H", "H", "H", "H", "H", "H", "H", "H", "H", "H", "H", "H", "H", "H", "H", "H", "H", "H", "H", "H", "H", "H", "H", "H", "H", "H", "H", "H", "H", "H", "H", "H", "H", "H", "H", "H", "H", "H", "H"], "coordinates": [[3.62, 4.71, 0.83], [-2.43, 0.60, -5.78], [-4.00, -0.46, -2.38], [-4.00, -1.43, -3.10], [3.69, 3.91, 1.74], [2.34, -0.65, 4.57], [1.69, -1.73, 2.10], [-1.92, 0.62, 3.40], [0.18, -1.27, -0.77], [-3.70, 3.05, -1.59], [2.65, -2.35, 2.91], [-3.11, 4.13, -0.98], [6.20, -2.16, -1.82], [2.94, -1.83, 4.18], [-0.92, 1.40, -4.08], [1.16, -5.38, -0.67], [-5.68, 3.27, -0.26], [1.51, 0.09, 3.71], [-1.16, 0.60, -0.07], [-3.24, 0.41, 3.75], [-1.18, 2.48, -6.42], [5.00, -2.77, -1.37], [-3.86, 4.83, -0.04], [-5.16, 4.46, 0.26], [-1.01, -0.78, -0.24], [4.54, -2.53, -0.09], [0.21, -4.91, 1.97], [-4.23, 1.39, 3.65], [3.41, 2.44, 1.63], [4.09, 4.38, 3.13], [-0.19, -5.11, -0.40], [5.34, -1.75, 0.77], [-1.60, 1.86, 2.85], [-0.64, -4.81, 0.87], [-1.60, 1.44, -5.43], [6.51, -1.21, 0.37], [-2.72, -2.06, -3.60], [-3.87, 2.68, 3.28], [1.17, -0.41, -1.22], [0.98, 0.96, -1.09], [1.20, -0.45, 2.46], [6.94, -1.35, -1.00], [-4.93, 2.53, -1.20], [-5.30, -1.95, -3.61], [1.99, -5.47, 0.44], [-0.17, 1.43, -0.51], [-2.58, 2.87, 2.77], [1.50, -5.31, 1.76], [3.67, 3.74, 3.86], [-6.67, 2.93, 0.01], [3.84, 5.44, 3.27], [4.94, -1.46, 1.74], [-1.35, 2.21, -7.48], [-2.10, 4.44, -1.16], [-5.38, -3.02, -3.36], [-2.63, -1.84, -4.67], [5.13, 4.15, 3.30], [-1.21, -0.21, 3.49], [-2.28, 3.89, 2.47], [-5.30, 1.55, -1.54], [7.12, -0.66, 1.06], [-2.80, -3.13, -3.48], [2.58, 2.41, 0.89], [3.13, -3.31, 2.59], [-0.27, 2.51, -0.39], [4.41, -3.39, -2.00], [-0.70, 2.40, -3.64], [1.53, -5.52, -1.70], [0.07, 0.88, -4.20], [-0.81, -4.94, -1.29], [2.11, -0.79, -1.64], [-1.69, -4.47, 1.00], [2.43, -0.22, 5.57], [-5.25, 1.20, 3.97], [2.13, -5.58, 2.61], [-5.72, 4.94, 1.00], [-1.55, 0.78, -3.49], [3.61, -2.38, 4.88], [-5.43, -1.83, -4.68], [6.53, -2.40, -2.81], [0.55, 0.05, 1.75], [7.83, -0.94, -1.42], [3.00, -5.79, 0.25], [1.37, -2.25, 1.23], [-6.08, -1.36, -3.24], [3.13, 1.95, 2.58], [-1.83, -1.64, -3.11], [-3.50, -0.58, 4.16], [-1.70, -1.56, 0.04], [-3.08, 2.48, -2.30], [1.65, 1.70, -1.52], [-1.59, 3.48, -6.25], [-2.03, 1.10, 0.39], [-0.08, -4.78, 3.01], [4.27, 1.90, 1.19], [0.32, -2.33, -0.85], [1.18, 1.10, 4.08], [-0.61, 2.05, 2.42], [-0.13, 2.63, -6.29], [-4.64, 3.44, 3.15], [3.67, -3.04, 0.33], [-3.42, 5.66, 0.49]], "de_lowest_kcal_mol": 0.0, "charge": 0}

=====

[5]
{"formula": "C29H31N5O7P2S2ScTe", "method": "wB97M-V/def2-TZVPD", "symbols": ["Te", "Sc", "S", "S", "P", "P", "O", "O", "O", "O", "O", "O", "O", "N", "N", "N", "N", "N", "C", "C", "C", "C", "C", "C", "C", "C", "C", "C", "C", "C", "C", "C", "C", "C", "C", "C", "C", "C", "C", "C", "C", "C", "C", "C", "C", "C", "C", "H", "H", "H", "H", "H", "H", "H", "H", "H", "H", "H", "H", "H", "H", "H", "H", "H", "H", "H", "H", "H", "H", "H", "H", "H", "H", "H", "H", "H", "H", "H"], "coordinates": [[-1.21, 1.02, 1.78], [-0.28, -0.80, -1.20], [1.44, 1.19, -0.85], [0.54, -0.62, 1.91], [-1.70, 1.47, -2.19], [0.19, -0.83, -4.10], [-2.81, -7.29, -1.78], [0.99, -2.39, -1.29], [-1.80, -1.62, -2.22], [-0.94, -8.23, -2.29], [2.79, -3.51, -3.00], [3.05, -5.60, -2.56], [-1.41, -1.78, 0.05], [-1.93, -2.51, -1.08], [-1.61, -7.25, -1.99], [7.03, 2.28, 1.30], [5.82, 0.39, 4.74], [2.39, -4.57, -2.57], [-0.81, -0.02, 5.03], [-1.25, 3.47, 3.53], [0.39, -5.88, -2.20], [-1.67, -4.84, -1.48], [-0.94, -5.97, -1.87], [2.97, 0.12, 2.77], [1.45, -0.14, -5.24], [-0.97, 4.48, 7.18], [4.66, 1.28, 1.53], [-1.43, 1.47, -4.02], [2.47, 0.90, 0.52], [-1.08, 2.08, 3.61], [0.38, -3.49, -1.56], [5.13, 0.49, 3.83], [-1.32, 0.08, -4.66], [1.01, -4.65, -2.08], [-0.12, -2.46, -4.87], [-0.88, 2.27, 6.00], [4.26, 0.62, 2.70], [-3.51, 1.31, -2.06], [-0.92, 1.46, 4.86], [2.08, 0.24, 1.70], [3.78, 1.41, 0.47], [-1.05, -3.63, -1.35], [-1.02, 3.64, 5.94], [-1.22, 4.23, 4.69], [5.98, 1.83, 1.41], [-1.40, 3.24, -1.87], [-1.45, 4.18, 2.22], [-2.17, -0.54, -4.39], [-1.59, 5.25, 2.38], [-1.53, -0.55, 4.41], [0.94, -6.73, -2.55], [0.18, -0.40, 4.74], [-0.89, 3.86, 8.07], [-0.12, 5.16, 7.17], [-0.33, 3.43, -1.86], [2.40, -0.66, -5.08], [-0.51, -2.34, -5.88], [-3.82, 1.44, -1.03], [-0.98, -0.29, 6.07], [-1.80, 3.52, -0.89], [4.10, 1.90, -0.43], [-1.88, 3.86, -2.63], [-2.23, 2.05, -4.48], [-3.78, 0.29, -2.36], [0.81, -3.03, -4.91], [-1.87, 5.10, 7.28], [-0.75, 1.79, 6.96], [-0.59, 4.04, 1.55], [-0.85, -3.00, -4.26], [-2.74, -4.90, -1.30], [-4.03, 2.03, -2.69], [-1.30, 0.18, -5.75], [2.64, -0.39, 3.67], [-1.35, 5.30, 4.62], [1.16, -0.24, -6.29], [1.62, 0.92, -5.01], [-0.50, 2.03, -4.18], [-2.33, 3.82, 1.68]], "de_lowest_kcal_mol": 0.0, "charge": -1}

=====

[6]
{"formula": "C4H11N2O", "method": "wB97M-V/def2-TZVPD", "symbols": ["O", "N", "N", "C", "C", "C", "C", "H", "H", "H", "H", "H", "H", "H", "H", "H", "H", "H"], "coordinates": [[1.53, -1.20, -1.77], [0.26, -1.86, 0.58], [-1.46, 1.93, 1.03], [0.60, -0.45, 0.19], [-1.69, 0.64, 0.34], [-0.61, 0.12, -0.63], [1.83, -0.36, -0.75], [-1.69, -0.17, 1.07], [-0.98, -0.59, -1.34], [0.62, 0.17, 1.13], [-2.61, 0.67, -0.26], [-0.25, 0.94, -1.22], [0.50, -2.26, -0.34], [-1.14, 2.56, 0.29], [1.94, 0.74, -0.98], [2.81, -0.57, -0.21], [1.00, -2.13, 1.22], [-0.66, 1.83, 1.64]], "de_lowest_kcal_mol": 22.8, "charge": -1}

=====

Number 1: frontier orbital gap 10.98 eV, LUMO energy 0.52 eV. Number 2: frontier orbital gap 7.77 eV, LUMO energy -2.20 eV. Number 3: frontier orbital gap 10.99 eV, LUMO energy 0.73 eV. Number 4: frontier orbital gap 9.53 eV, LUMO energy 0.56 eV. Number 5: frontier orbital gap 6.92 eV, LUMO energy 1.54 eV. Number 6: frontier orbital gap 7.06 eV, LUMO energy 4.32 eV.